[1]
Below is a cluster of 2 separate species, C5H11O2 in total at a distorted geometry, with properties calculated with the ωB97M-V functional and the def2-TZVPD basis.

Output
Gap between HOMO and LUMO in eV: 7.273
Charge: -1
LUMO level in eV: 3.60
Multiplicity: 1

Positions of all 18 atoms, in Å:
1 C -0.35 0.24 1.15
2 C -0.30 1.33 2.16
3 C 0.86 -0.77 1.19
4 O 2.01 -0.38 1.44
5 O 0.55 -1.92 0.74
6 H -1.24 -0.41 1.08
7 H -0.26 0.51 0.10
8 H 0.73 1.53 2.49
9 H -0.88 1.10 3.05
10 H -0.72 2.32 1.87
11 C -0.69 -0.09 -2.59
12 C -1.43 1.04 -3.27
13 H 0.25 0.25 -2.12
14 H -1.25 -0.52 -1.74
15 H -0.54 -0.94 -3.27
16 H -1.70 1.82 -2.51
17 H -0.83 1.49 -4.05
18 H -2.41 0.66 -3.61


[2]
Below is the molecule C3H4O3 at a distorted geometry, with properties calculated with the ωB97M-V functional and the def2-TZVPD basis.

Output
Gap between HOMO and LUMO in eV: 11.885
LUMO level in eV: 0.71
Multiplicity: 1

Positions of all 10 atoms, in Å:
1 O -0.11 1.30 -2.33
2 C -0.11 0.67 -1.33
3 O 0.43 -0.57 -1.17
4 C 0.61 -0.74 0.23
5 C -0.48 0.14 0.84
6 O -0.65 1.11 -0.16
7 H 0.29 -1.69 0.61
8 H 1.62 -0.40 0.48
9 H -1.45 -0.37 1.03
10 H -0.15 0.57 1.79


[3]
Below is a cluster of 2 separate species, C11H14N2O in total at a distorted geometry, with properties calculated with the ωB97M-V functional and the def2-TZVPD basis.

Output
Gap between HOMO and LUMO in eV: 8.033
LUMO level in eV: 0.58
Multiplicity: 1

Positions of all 28 atoms, in Å:
1 C 0.81 -0.92 -3.96
2 C 0.47 -0.52 -2.57
3 C 1.34 -0.04 -1.63
4 N 0.66 0.13 -0.41
5 C -0.69 -0.08 -0.64
6 C -1.75 0.09 0.26
7 C -2.98 -0.29 -0.24
8 C -3.18 -0.71 -1.57
9 C -2.10 -0.88 -2.43
10 C -0.83 -0.56 -1.96
11 H 1.85 -1.27 -4.04
12 H 0.63 -0.16 -4.72
13 H 0.17 -1.75 -4.28
14 H 2.36 0.28 -1.70
15 H 0.95 0.84 0.25
16 H -1.53 0.57 1.21
17 H -3.80 -0.48 0.46
18 H -4.19 -0.76 -1.94
19 H -2.14 -1.33 -3.41
20 C 0.96 -0.01 3.93
21 C 1.64 1.01 3.09
22 N 2.41 1.90 3.88
23 O 1.27 1.49 2.04
24 H 0.12 0.40 4.49
25 H 1.59 -0.68 4.50
26 H 0.42 -0.67 3.25
27 H 2.72 2.71 3.40
28 H 2.87 1.73 4.76


[4]
Below is a cluster of 6 separate species, C21H32N3O10 in total at a distorted geometry, with properties calculated with the ωB97M-V functional and the def2-TZVPD basis.

Output
Gap between HOMO and LUMO in eV: 7.363
Charge: +1
LUMO level in eV: -4.34
Multiplicity: 1

Positions of all 66 atoms, in Å:
1 C 0.99 -3.84 3.64
2 C 0.65 -2.59 4.39
3 O -0.20 -2.59 5.31
4 N 1.29 -1.25 4.06
5 H 2.37 -1.42 3.76
6 H 0.68 -0.89 3.31
7 C 1.07 -0.07 4.94
8 H 1.83 -4.01 3.94
9 H 0.91 -3.71 2.62
10 H 0.48 -4.72 4.11
11 H 1.54 0.93 4.57
12 H 1.66 -0.47 5.81
13 H 0.03 0.05 5.00
14 C 3.17 1.56 0.26
15 C 3.32 0.30 -0.63
16 O 4.31 0.21 -1.30
17 N 2.29 -0.78 -0.43
18 H 2.52 -1.28 0.50
19 H 1.29 -0.45 -0.30
20 C 2.38 -1.93 -1.33
21 H 4.08 1.88 0.72
22 H 2.63 1.48 1.15
23 H 2.88 2.53 -0.31
24 H 3.41 -2.33 -1.53
25 H 1.73 -1.81 -2.28
26 H 1.76 -2.79 -0.81
27 N -0.54 -1.13 1.00
28 O -0.54 -1.33 -0.18
29 O -1.12 -1.80 1.83
30 O 0.33 -0.36 1.35
31 C -0.48 -3.42 -4.30
32 C -1.25 -3.23 -2.91
33 C -2.56 -4.09 -2.90
34 O -0.36 -3.49 -1.91
35 H 0.15 -4.50 -4.23
36 H 0.06 -2.40 -4.34
37 H -1.02 -3.48 -5.02
38 H -1.74 -2.20 -2.85
39 H -3.24 -3.89 -3.71
40 H -3.10 -3.87 -1.99
41 H -2.54 -5.27 -2.97
42 H -0.44 -2.82 -1.24
43 C -0.90 2.66 -2.18
44 C -0.07 1.45 -2.38
45 C 0.57 1.25 -3.74
46 O 1.14 0.21 -3.84
47 C 0.46 2.27 -4.77
48 C -0.38 3.47 -4.51
49 C -1.09 3.61 -3.29
50 O -1.76 4.60 -3.03
51 H -1.63 2.72 -1.22
52 H 0.19 0.75 -1.61
53 H 0.88 2.10 -5.91
54 H -0.63 4.09 -5.56
55 C -2.42 2.70 1.33
56 C -1.47 2.63 2.59
57 C -1.26 3.87 3.43
58 O -0.53 3.83 4.42
59 C -2.19 5.07 3.08
60 C -3.01 5.17 1.94
61 C -3.15 3.87 1.07
62 O -4.02 3.86 0.17
63 H -2.69 1.70 0.83
64 H -1.12 1.65 2.89
65 H -2.05 5.75 3.94
66 H -3.52 6.02 1.52